Record 1
ORCA calculation (ωB97M-V with the def2-TZVPD basis set) on C16H28ClLuO2P2 as an isolated structure.

Output
HOMO energy (alpha / beta) ... -15.21 / -15.22 eV
LUMO (alpha / beta) ... -8.4909 / -9.0570 eV
2S+1 ... 1
Net charge ... +2

Positions of all 50 atoms, in Å:
C  2.82452  -0.39224  -0.83491
C  1.62367  -1.26411  -1.08601
H  3.54329  -0.61805  -1.63386
H  3.31600  -0.62706  0.12352
H  2.67372  0.72854  -0.93921
O  1.41524  -1.84562  -2.15279
Cl  1.35414  3.19591  1.15964
Lu  0.88100  1.00901  0.28252
P  1.24865  -0.65801  2.51648
C  0.16385  -1.94889  3.20795
C  2.88663  -1.44209  2.75729
H  2.86302  -2.02639  3.68695
H  2.00662  0.22522  4.66024
H  3.66612  -0.67326  2.83207
H  1.41073  1.53930  3.59230
H  -0.31091  -2.51997  2.40360
H  3.12533  -2.10919  1.92177
C  1.22872  0.51279  3.93914
H  0.77334  -2.61820  3.82737
H  0.24666  0.46621  4.42727
H  -0.60486  -1.47148  3.82627
P  -0.10551  1.20598  -2.30450
C  -1.28095  -0.13335  -2.73187
C  -1.12949  2.67476  -2.66531
H  1.80512  1.92332  -3.61151
H  0.43870  1.42981  -4.66175
H  1.46540  0.18586  -3.85598
C  1.00940  1.17973  -3.75542
H  -0.65239  3.55001  -2.20517
H  -1.19164  2.81536  -3.75221
H  -1.71789  0.08799  -3.71358
H  -2.07092  -0.19156  -1.97548
H  -2.13511  2.55766  -2.24633
H  -0.74173  -1.08676  -2.75542
C  0.63731  -1.50447  0.09597
O  -0.21336  -2.35423  0.10413
C  -1.36086  1.45695  0.98679
C  -2.58315  0.83294  0.48493
C  -3.47606  1.55557  -0.34370
C  -4.57320  0.92960  -0.92473
C  -4.82449  -0.42533  -0.67424
C  -3.96968  -1.14451  0.17371
C  -2.88146  -0.52112  0.76949
H  -1.15761  1.22102  2.04517
H  -1.32578  2.54273  0.80842
H  -3.30238  2.62336  -0.49911
H  -5.24216  1.50332  -1.56950
H  -5.69254  -0.91439  -1.11649
H  -4.16137  -2.19778  0.38636
H  -2.23287  -1.06727  1.45765

Taken from the Löwdin analysis, the atomic charges in e are: C -0.057; C -0.476; H 0.139; H 0.091; H 0.062; O 0.144; Cl -0.037; Lu 1.019; P 0.780; C -0.218; C -0.242; H 0.069; H 0.071; H 0.067; H 0.013; H 0.031; H 0.050; C -0.234; H 0.071; H 0.057; H 0.061; P 0.760; C -0.221; C -0.232; H 0.059; H 0.069; H 0.048; C -0.239; H 0.058; H 0.069; H 0.078; H 0.023; H 0.024; H 0.041; C -0.300; O 0.143; C -0.182; C -0.290; C -0.038; C -0.027; C -0.001; C -0.025; C -0.025; H 0.074; H 0.049; H 0.125; H 0.131; H 0.133; H 0.129; H 0.106

Record 2
ORCA calculation (ωB97M-V with the def2-TZVPD basis set) on C16H28ClMgN4O4 as an isolated structure.

Output
HOMO energy ... -12.83 eV
LUMO ... -6.2527 eV
2S+1 ... 1
Net charge ... +1
ΔE to the lowest compared entry with this formula, charge and spin ... 38.1 kcal per mole

Positions of all 54 atoms, in Å:
Mg  18.89301  19.91326  -28.76078
Cl  17.63028  23.17007  -28.45234
O  16.50278  22.67306  -27.72024
O  18.62031  23.78834  -27.60058
O  18.24705  22.00034  -29.02471
O  17.26214  24.08145  -29.44596
C  21.52914  26.82424  -26.75391
C  20.57175  26.43860  -27.88418
C  20.45127  27.64936  -28.86466
C  19.93275  28.97350  -28.44364
N  19.50546  30.00210  -28.05528
H  21.19596  27.70358  -26.20267
H  22.53514  27.05840  -27.10208
H  21.56646  26.00453  -26.03643
H  19.58547  26.27539  -27.44976
H  20.89388  25.51657  -28.36811
H  19.75372  27.38435  -29.65919
H  21.40936  27.84627  -29.34569
C  22.42691  22.38938  -25.98519
C  22.23188  23.37743  -27.17516
C  22.44720  22.66146  -28.51197
C  21.60510  21.46849  -28.72878
N  20.91553  20.55214  -28.84784
H  21.91665  21.43814  -26.13644
H  22.14741  22.86837  -25.04682
H  23.42845  21.99927  -25.80400
H  22.91776  24.22406  -27.20482
H  21.23823  23.81761  -27.09144
H  23.49768  22.46430  -28.72582
H  22.13329  23.38235  -29.26688
C  17.14046  27.20546  -24.49854
C  16.85319  25.81597  -25.01398
C  15.42394  25.19826  -25.01759
C  14.38219  25.99962  -25.64787
N  13.52698  26.63776  -26.11019
H  16.62423  27.97545  -25.07188
H  18.18169  27.51808  -24.57747
H  16.84796  27.22836  -23.44877
H  17.38068  25.13086  -24.35030
H  17.22428  25.63892  -26.02346
H  15.04766  25.09232  -24.00010
H  15.41613  24.23203  -25.52201
C  20.13532  21.28234  -23.03141
C  19.14979  22.29108  -23.59791
C  18.02623  21.61905  -24.48282
C  18.50899  20.90968  -25.69081
N  18.89358  20.37290  -26.64663
H  19.65753  20.69929  -22.24409
H  20.99825  21.68391  -22.50020
H  20.49653  20.59868  -23.79969
H  19.66738  22.96821  -24.27738
H  18.68043  22.92216  -22.84323
H  17.35897  22.41601  -24.81099
H  17.43277  20.85152  -23.98601

Taken from the Löwdin analysis, the atomic charges in e are: Mg 1.150; Cl 0.637; O -0.322; O -0.348; O -0.460; O -0.249; C -0.110; C -0.237; C -0.182; C -0.210; N 0.136; H 0.077; H 0.080; H 0.056; H 0.093; H 0.079; H 0.112; H 0.114; C -0.077; C -0.219; C -0.129; C -0.086; N 0.126; H 0.054; H 0.070; H 0.081; H 0.116; H 0.077; H 0.141; H 0.130; C -0.092; C -0.257; C -0.183; C -0.230; N 0.146; H 0.081; H 0.070; H 0.080; H 0.086; H 0.089; H 0.118; H 0.098; C -0.104; C -0.213; C -0.108; C -0.100; N 0.133; H 0.080; H 0.082; H 0.066; H 0.095; H 0.117; H 0.112; H 0.135

Record 3
ORCA calculation (ωB97M-V with the def2-TZVPD basis set) on C16H28F5N3O3PPdS3SeSi as an isolated structure.

Output
Expectation value of S² ... 6.03
HOMO energy (alpha / beta) ... -10.41 / -11.20 eV
LUMO (alpha / beta) ... -2.7000 / -6.0463 eV
2S+1 ... 5
Net charge ... +1

Positions of all 62 atoms, in Å:
Pd  0.61328  -0.52517  -0.61605
N  -1.75259  -1.22065  -0.10683
N  -2.64056  -0.22940  0.12424
C  -2.21193  1.04910  0.29104
N  -3.14775  1.96923  0.56374
S  -0.58200  1.43488  0.28310
H  -2.25277  -2.08649  -0.29477
H  -0.86107  -1.32954  0.59710
H  -3.63081  -0.45052  0.07623
H  -4.13339  1.76336  0.58240
H  -2.86422  2.93157  0.65210
C  3.26141  -2.62197  0.16652
C  4.17698  -2.22173  -0.96702
C  3.73256  -2.72122  -2.32559
O  4.38998  -0.79317  -1.00364
P  3.43446  0.43632  -0.92672
S  2.47946  0.60685  0.81641
S  2.04883  0.38416  -2.38474
O  4.42042  1.64026  -1.02835
C  5.46419  1.96988  -1.99452
C  4.95832  1.84661  -3.41243
C  6.70720  1.15665  -1.71784
H  3.23773  -3.70995  0.21882
H  2.22544  -2.27142  0.02068
H  3.61026  -2.23478  1.12335
H  5.18393  -2.59044  -0.76034
H  2.68506  -2.47788  -2.51941
H  3.84589  -3.80322  -2.36281
H  4.33640  -2.28245  -3.11819
H  5.65251  3.01771  -1.75620
H  4.79165  0.80304  -3.68648
H  5.71222  2.25568  -4.08432
H  4.03166  2.40094  -3.55492
H  6.54106  0.10126  -1.93086
H  7.01902  1.25900  -0.68035
H  7.51191  1.51716  -2.35780
C  -1.98890  -1.39871  3.22623
Si  -0.18985  -1.61678  2.74841
C  0.76494  -0.28542  3.62804
C  0.40152  -3.26186  3.37361
O  -0.09051  -1.54444  1.09963
H  -2.09046  -1.46644  4.30835
H  -2.63951  -2.15941  2.79062
H  -2.36166  -0.41701  2.92333
H  0.51232  -0.30552  4.68752
H  0.54078  0.71227  3.25285
H  1.83764  -0.44110  3.53027
H  0.07654  -3.40417  4.40371
H  1.49010  -3.30464  3.35462
H  0.02291  -4.09928  2.79074
F  -0.16798  0.42552  -7.53481
C  -0.20002  -0.20968  -6.36718
C  -0.79438  0.40263  -5.26286
F  -1.33802  1.61434  -5.38821
C  -0.81348  -0.25500  -4.04667
F  -1.40446  0.35499  -2.98521
C  -0.26382  -1.52752  -3.91304
Se  -0.19522  -2.40120  -2.28040
C  0.30856  -2.13389  -5.03779
F  0.85188  -3.34663  -4.94891
C  0.35263  -1.48378  -6.25743
F  0.91489  -2.06096  -7.31818

Taken from the Löwdin analysis, the atomic charges in e are: Pd 0.316; N 0.019; N 0.004; C -0.779; N 0.133; S 0.777; H 0.112; H -0.312; H 0.177; H 0.123; H 0.116; C -0.069; C -0.420; C -0.052; O -0.282; P -0.089; S 0.406; S 0.380; O -0.281; C -0.414; C -0.069; C -0.040; H 0.099; H 0.021; H 0.084; H 0.151; H 0.007; H 0.095; H 0.091; H 0.148; H 0.071; H 0.093; H 0.073; H 0.076; H 0.092; H 0.092; C -0.157; Si 0.346; C -0.184; C -0.152; O -0.317; H 0.043; H 0.032; H 0.019; H 0.044; H 0.015; H 0.015; H 0.041; H 0.033; H 0.034; F 0.162; C -0.096; C -0.127; F 0.142; C -0.264; F 0.043; C -0.525; Se 1.016; C -0.242; F 0.101; C -0.121; F 0.149

Record 4
ORCA calculation (ωB97M-V with the def2-TZVPD basis set) on C16H28MnN6OS2 as an isolated structure.

Output
Expectation value of S² ... 1.18
HOMO energy (alpha / beta) ... -14.39 / -14.02 eV
LUMO (alpha / beta) ... -5.1337 / -4.7882 eV
2S+1 ... 2
Net charge ... +2

Positions of all 54 atoms, in Å:
Mn  -0.14848  -0.22242  0.77500
C  -0.05562  0.43649  3.53230
C  1.32898  0.91206  3.10748
N  1.46004  0.87651  1.62450
C  2.79201  0.42023  1.17380
C  2.94887  -1.08465  1.36303
S  1.53342  -1.96298  0.62056
C  0.79464  -2.86064  2.02341
C  0.38825  -1.97356  3.19178
N  -0.40078  -0.78732  2.76898
H  -0.80015  1.19171  3.27840
H  -0.09179  0.27434  4.61258
H  2.09588  0.26464  3.52972
H  1.52639  1.91170  3.49548
H  1.30427  1.81384  1.26537
H  3.59109  0.94635  1.70352
H  2.87977  0.66457  0.11418
H  3.02700  -1.36673  2.41160
H  3.85347  -1.43457  0.86933
H  1.47341  -3.64603  2.35322
H  -0.07912  -3.34568  1.58350
H  1.27611  -1.62620  3.71635
H  -0.17720  -2.56791  3.91227
H  -1.39022  -0.99505  2.87381
C  2.67486  -0.72073  -4.62149
C  1.52356  -1.11300  -3.74132
C  0.69715  -0.13366  -3.17743
C  -0.36427  -0.47870  -2.36027
C  -0.58974  -1.82314  -2.08087
C  0.21715  -2.81295  -2.61669
C  1.26037  -2.44978  -3.45767
S  -1.85526  -2.29660  -0.94112
C  -3.31963  -1.78115  -1.82246
O  -1.75841  -1.28357  0.21246
H  2.42700  0.15078  -5.22568
H  2.96016  -1.53353  -5.28625
H  3.54785  -0.46557  -4.01728
H  0.87755  0.90953  -3.40764
H  -1.01410  0.28706  -1.95469
H  0.04360  -3.85549  -2.37910
H  1.88500  -3.22031  -3.89120
H  -3.21665  -0.74242  -2.12849
H  -4.16563  -1.91459  -1.15099
H  -3.42554  -2.43295  -2.68931
N  -2.89268  5.72212  -0.42892
C  -2.76632  4.46422  -0.02150
N  -3.77809  3.88103  0.63198
N  -1.61686  3.85462  -0.29686
C  -1.33006  2.66090  0.07619
N  -0.94708  1.59286  0.34062
H  -3.72381  6.26381  -0.26821
H  -2.11707  6.15308  -0.90370
H  -4.64106  4.36594  0.81084
H  -3.72222  2.91351  0.89687

Taken from the Löwdin analysis, the atomic charges in e are: Mn 0.483; C -0.159; C -0.147; N -0.141; C -0.229; C -0.373; S 0.976; C -0.382; C -0.205; N -0.120; H 0.119; H 0.137; H 0.111; H 0.139; H 0.115; H 0.137; H 0.126; H 0.083; H 0.094; H 0.100; H 0.081; H 0.108; H 0.141; H 0.138; C -0.027; C -0.241; C -0.013; C -0.098; C -0.453; C -0.078; C -0.009; S 1.017; C -0.202; O -0.606; H 0.090; H 0.089; H 0.094; H 0.126; H 0.094; H 0.122; H 0.129; H 0.066; H 0.068; H 0.079; N 0.207; C -0.469; N 0.205; N 0.136; C -0.278; N 0.113; H 0.131; H 0.134; H 0.129; H 0.115

Respective F_max values: 3.8, 4.5, 8.3, 0.5 eV/A.